Record 1
109
Properties=species:S:1:pos:R:3:forces:R:3 method="wB97M-V/def2-TZVPD" homo_energy_ev=-7.64 lumo_energy_ev=-0.43 e_above_lowest_kj_mol=0.0 homo_lumo_gap_ev=7.2
Ba -0.42204 -0.17397 0.10421 -0.241 1.726 0.216
C 1.66085 -3.98772 -1.97841 0.076 0.075 -0.011
C 2.63675 -2.86168 -2.19547 0.147 -0.393 -0.139
N 3.82485 -3.12572 -2.74614 0.034 0.235 0.070
C 4.68055 -2.10920 -2.90655 -0.210 -0.345 0.043
C 4.41590 -0.79294 -2.54902 0.116 0.045 -0.057
C 5.49127 0.24678 -2.75957 -0.065 -0.081 -0.239
O 5.87198 0.37260 -4.13010 0.050 -0.077 0.291
C 3.17204 -0.51882 -1.99044 -0.019 0.558 0.014
C 2.73258 0.85067 -1.53607 0.060 -0.021 -0.387
N 2.37997 1.80758 -2.28366 -0.046 0.034 0.184
C 2.31838 1.86615 -3.67310 0.125 -0.180 -0.039
C 3.41193 2.36185 -4.39799 0.073 0.052 0.078
C 3.33905 2.55985 -5.76837 -0.022 -0.021 0.000
C 2.16263 2.29067 -6.45966 0.038 0.007 0.068
C 1.06176 1.82450 -5.75675 0.058 -0.006 -0.053
C 1.14077 1.61795 -4.38703 -0.048 -0.133 0.124
I -0.57001 0.92372 -3.39907 0.012 0.057 -0.176
C 2.28703 -1.57196 -1.81346 -0.386 -0.020 0.194
O 1.06604 -1.34554 -1.26820 1.640 -1.332 -1.585
H 2.13646 -4.92792 -2.24726 -0.009 -0.012 -0.016
H 1.32640 -4.01763 -0.93632 0.058 0.017 -0.122
H 0.76872 -3.84388 -2.60028 0.105 -0.003 0.065
H 5.64486 -2.35407 -3.34910 -0.135 0.005 0.044
H 5.17925 1.20337 -2.33827 -0.033 0.088 0.006
H 6.39512 -0.05667 -2.23640 0.097 -0.025 0.031
H 5.08919 0.62253 -4.63272 -0.105 0.031 -0.036
H 2.70364 1.02992 -0.45496 0.002 -0.013 -0.147
H 4.31421 2.62780 -3.85191 -0.156 -0.032 -0.097
H 4.20793 2.93924 -6.29515 -0.061 -0.009 0.034
H 2.09302 2.45544 -7.52846 0.025 -0.015 0.081
H 0.13091 1.61983 -6.27344 0.077 0.011 0.051
N -1.97166 -1.76573 -1.31284 -1.122 -0.756 -0.123
C -3.28400 -1.95775 -0.66176 0.326 -0.277 -0.019
C -3.83719 -3.39303 -0.80439 0.125 0.066 0.122
C -2.89889 -4.56372 -0.44239 -0.126 0.045 -0.032
C -2.32741 -4.65316 0.97188 0.024 0.188 -0.075
N -3.34581 -4.40358 2.00131 0.051 0.273 -0.042
C -3.20064 -4.66983 3.28110 0.126 0.093 0.248
N -3.89074 -3.93613 4.17469 0.072 -0.083 -0.452
N -2.39869 -5.65243 3.70614 -0.077 0.016 -0.043
C -3.25731 -1.46038 0.80293 -0.645 -0.266 0.753
O -4.27713 -1.75926 1.50131 0.820 -0.258 -0.214
O -2.26604 -0.79729 1.18935 -3.555 -1.821 1.449
H -2.06167 -1.86161 -2.31517 0.019 -0.054 -0.151
H -1.33001 -2.49210 -0.98981 0.002 0.157 -0.182
H -4.00266 -1.29045 -1.14169 0.001 0.054 -0.105
H -4.08333 -3.54182 -1.85689 -0.071 0.002 -0.073
H -4.77917 -3.45852 -0.25797 0.038 -0.006 0.058
H -2.03049 -4.53718 -1.10534 0.003 -0.083 -0.030
H -3.43162 -5.48944 -0.67063 -0.029 0.010 -0.013
H -1.51997 -3.92533 1.08458 0.013 0.022 0.125
H -1.89184 -5.64358 1.11051 -0.042 -0.024 -0.043
H -3.85564 -3.52584 1.85187 -0.280 0.338 -0.346
H -4.21567 -3.03203 3.85330 -0.064 0.031 0.048
H -3.73896 -4.05871 5.15691 0.012 0.000 0.111
H -1.94066 -6.24920 3.04313 0.016 -0.028 0.004
H -2.33990 -5.88797 4.67704 0.044 -0.011 0.109
C 5.56400 -2.06347 1.72346 0.000 -0.056 -0.029
C 6.23065 -1.14946 2.52100 0.048 0.083 0.072
C 5.60374 0.04556 2.84129 0.060 -0.013 0.037
C 4.32997 0.29421 2.33967 -0.142 -0.053 -0.066
N 3.68204 -0.58273 1.56479 0.197 -0.118 -0.016
C 4.29189 -1.73695 1.27588 -0.228 0.224 -0.031
C 3.63115 1.58785 2.63608 0.005 -0.072 -0.288
C 3.56253 2.08748 3.93004 0.018 0.028 0.100
C 2.90968 3.29352 4.14010 0.018 -0.024 0.056
C 2.36676 3.96051 3.05522 -0.022 0.033 -0.074
C 2.48978 3.39276 1.79035 0.159 -0.324 0.023
N 3.10262 2.21980 1.58507 -0.075 0.195 0.158
H 6.01701 -3.00855 1.44655 -0.049 0.075 0.016
H 7.23082 -1.35824 2.88427 -0.058 0.016 -0.014
H 6.10045 0.79251 3.44956 -0.024 -0.047 -0.031
H 3.72738 -2.42987 0.65084 0.079 0.147 0.096
H 3.99946 1.53455 4.75402 -0.040 0.029 -0.049
H 2.82764 3.70414 5.14080 0.007 -0.023 -0.058
H 1.85494 4.90921 3.17644 0.047 -0.083 -0.022
H 2.08182 3.87487 0.90592 -0.002 -0.080 0.036
O 0.67115 3.97297 -0.76157 -0.364 -0.524 0.285
C -0.16304 3.11680 -0.48747 0.463 -0.205 0.051
O 0.04928 1.88026 -0.08492 1.203 6.481 -0.703
C -1.65118 3.43514 -0.58973 0.030 -0.346 0.202
P -2.58142 1.92706 -0.06288 -1.257 1.516 0.115
C -4.28598 2.62419 -0.35813 0.018 -0.040 -0.201
C -4.79952 2.41539 -1.64327 -0.019 -0.067 0.053
C -5.99838 2.99154 -2.05069 0.061 -0.033 0.037
C -6.71988 3.78442 -1.16790 0.051 0.000 0.043
C -6.23108 3.99404 0.11652 0.112 -0.088 0.022
C -5.02450 3.42347 0.51799 -0.069 0.026 -0.149
C -2.49090 2.05365 1.78327 -0.072 0.065 0.049
C -3.49817 1.42333 2.52582 0.081 0.092 0.031
C -3.48085 1.44236 3.91147 0.054 0.034 -0.037
C -2.44194 2.07610 4.59134 -0.076 -0.044 -0.092
C -1.43176 2.69249 3.87198 -0.008 -0.010 -0.104
C -1.45723 2.68487 2.47697 -0.089 -0.018 -0.010
H -1.89795 3.67367 -1.62124 -0.063 0.019 -0.136
H -1.89863 4.30018 0.02131 -0.015 0.139 0.038
H -4.24172 1.78977 -2.33897 -0.057 0.078 0.053
H -6.36983 2.81907 -3.05579 0.046 0.005 0.079
H -7.65425 4.24060 -1.47970 0.084 -0.059 0.041
H -6.78859 4.61163 0.81370 0.057 -0.046 -0.054
H -4.66038 3.61369 1.51943 0.033 -0.014 0.004
H -4.30258 0.90848 2.01137 0.048 -0.009 0.052
H -4.27624 0.95361 4.46525 0.048 0.038 -0.049
H -2.42449 2.08879 5.67458 -0.008 -0.009 -0.014
H -0.61449 3.18405 4.39060 -0.052 -0.032 -0.069
H -0.65261 3.17241 1.94243 -0.008 -0.019 0.015
O 1.17425 -1.79644 0.34300 1.835 -2.331 0.557
O 0.06371 -2.39194 0.70585 1.000 -2.389 0.403

Record 2
105
Properties=species:S:1:pos:R:3:forces:R:3 method="wB97M-V/def2-TZVPD" homo_energy_ev="-9.66 / -9.64" lumo_energy_ev="-5.20 / -5.20" charge=+1 spin_multiplicity=2 homo_lumo_gap_ev="4.5 / 4.4"
Pt 0.34730 -0.02280 -0.57770 -2.657 1.098 0.208
Br -0.40000 -0.79840 6.98360 0.029 -0.047 -0.158
C -0.29490 -0.99980 5.09780 -0.345 1.269 -0.034
C -0.02100 -2.25030 4.54530 -0.048 -0.149 -0.790
C 0.03900 -2.37980 3.17910 -0.404 0.144 0.302
C -0.15450 -1.27240 2.30350 -0.301 0.516 1.078
O -0.15940 -1.47490 1.04490 0.398 -0.071 -1.609
C -0.44710 0.01400 2.89980 0.127 -0.728 -0.825
C -0.78290 1.17360 2.16500 -0.725 -0.028 -0.716
N -0.89750 1.29710 0.85230 0.744 -1.791 1.265
C -1.52040 2.35220 0.25910 -1.170 1.764 0.151
C -2.29600 3.31420 0.93980 1.006 -1.474 -0.411
C -2.94920 4.31690 0.25490 -0.371 0.628 -1.125
C -2.88230 4.41920 -1.12490 -0.088 0.060 0.753
C -2.10400 3.50660 -1.85490 0.327 -0.299 0.063
C -1.93690 3.56870 -3.25600 0.350 -0.527 -0.028
C -1.13070 2.64430 -3.88970 -0.595 0.790 -0.148
C -0.46600 1.68330 -3.14190 0.119 -0.140 1.223
N -0.60800 1.61770 -1.81800 1.224 -1.039 -0.983
C -1.40960 2.47220 -1.15930 -0.364 0.509 0.296
C -0.52560 0.10150 4.29670 0.166 -0.616 1.054
H 0.15190 -3.09810 5.18970 0.001 -0.090 0.013
H 0.23230 -3.33670 2.72300 0.136 -0.045 -0.049
H -1.04740 2.02470 2.78740 -0.015 0.161 0.009
H -2.38760 3.26230 2.01150 -0.086 -0.027 0.111
H -3.54220 5.02630 0.81140 -0.067 0.096 0.030
H -3.42250 5.19480 -1.64460 -0.045 0.089 -0.068
H -2.42770 4.35010 -3.81800 -0.071 0.039 -0.040
H -0.98710 2.67970 -4.95720 0.032 -0.004 -0.121
H 0.21480 0.97470 -3.59160 0.042 -0.108 0.037
H -0.79000 1.04620 4.74930 0.032 0.110 0.075
C 2.59130 -2.81220 -1.48030 -0.016 0.760 -0.032
S 2.88290 -1.04540 -1.58750 1.344 -0.644 0.623
O 4.13250 -0.78410 -2.23330 0.088 -0.261 -0.273
O 2.85330 -0.57970 -0.17000 0.582 -0.772 -0.769
O 1.73450 -0.43900 -2.30040 -0.725 -0.199 0.005
H 3.47100 -3.25210 -1.02970 0.133 -0.048 0.108
H 2.43200 -3.20110 -2.47670 0.030 -0.003 -0.235
H 1.71570 -2.96920 -0.86060 -0.115 -0.029 0.147
C 4.63280 -1.01900 2.21550 -0.396 -0.172 -0.006
C 3.12160 -0.94130 2.42400 1.866 -1.114 -0.416
O 2.50750 -1.95240 2.69580 -0.096 0.021 0.019
N 2.60730 0.30220 2.43090 -1.412 1.848 -0.544
Te 2.26520 1.45840 0.96290 0.811 -0.646 1.594
C 3.99460 2.51160 0.15950 -0.245 -0.068 -0.478
C 4.03180 2.82710 -1.19710 0.023 0.029 -0.075
C 3.11180 2.25640 -2.22530 -0.041 -0.103 -0.129
C 5.00760 3.71560 -1.64180 -0.016 -0.052 0.216
C 5.92540 4.28910 -0.77850 -0.070 -0.099 0.043
C 6.91430 5.29930 -1.26190 0.027 0.011 -0.001
C 5.89610 3.91290 0.55770 -0.213 -0.121 -0.164
C 4.94190 3.02950 1.04390 -0.007 -0.014 0.255
C 4.94960 2.68300 2.49600 0.013 -0.058 0.139
C 1.61860 3.08170 2.23450 -0.626 0.081 -0.662
C 1.00900 4.08990 1.47490 0.081 0.079 -0.082
C 1.19920 4.17150 -0.00810 -0.060 0.168 0.000
C 0.24190 5.07080 2.08310 0.078 -0.043 0.226
C 0.04870 5.07530 3.45500 0.073 -0.057 -0.076
C -0.85300 6.08020 4.10130 0.070 0.050 0.020
C 0.72020 4.12000 4.20550 -0.046 0.011 -0.212
C 1.49550 3.11540 3.63160 0.301 -0.334 0.182
C 2.14700 2.15310 4.57790 0.046 -0.106 0.249
H 4.92230 -2.06090 2.11430 0.095 -0.026 -0.004
H 5.12480 -0.59080 3.08890 0.103 0.068 -0.039
H 4.90170 -0.46600 1.31790 0.188 0.088 0.025
H 2.21840 1.80150 -1.79560 0.061 0.096 -0.135
H 3.63850 1.47050 -2.77320 -0.129 0.061 0.035
H 2.81000 3.02130 -2.94200 -0.065 0.031 0.041
H 5.04190 3.96590 -2.69260 -0.041 0.021 -0.122
H 6.82710 5.44250 -2.33440 0.054 0.065 -0.092
H 7.93040 4.98700 -1.03130 0.099 0.013 0.001
H 6.73740 6.25300 -0.76620 0.056 0.087 -0.017
H 6.62150 4.32600 1.24480 0.067 0.002 0.103
H 5.97190 2.62260 2.86850 -0.018 -0.031 -0.002
H 4.45330 1.72470 2.64980 0.180 0.144 0.255
H 4.43230 3.45520 3.06910 -0.042 -0.050 0.061
H 1.14380 3.18260 -0.47130 -0.052 0.233 -0.280
H 2.17360 4.60900 -0.23060 0.016 -0.067 -0.125
H 0.43230 4.80300 -0.45500 -0.046 -0.070 -0.095
H -0.22610 5.83060 1.47250 -0.062 0.057 -0.081
H -1.40760 6.62840 3.34300 -0.087 0.076 0.048
H -0.27400 6.79600 4.68520 -0.026 0.041 0.040
H -1.55530 5.59180 4.77700 -0.028 0.045 0.014
H 0.62970 4.13630 5.28300 -0.007 -0.015 0.111
H 2.20320 2.60130 5.56970 -0.043 0.016 0.011
H 3.14670 1.87190 4.26850 -0.046 -0.020 0.008
H 1.56740 1.23320 4.64980 0.160 -0.026 0.014
N -3.22400 -0.28760 -2.40840 0.011 -0.062 0.266
C -2.54360 -1.06760 -1.56450 -0.633 -0.024 0.228
S -1.03830 -1.69320 -2.07700 1.248 0.824 0.714
N -3.02990 -1.41850 -0.37250 0.428 -0.042 -0.302
C -4.32260 -1.21540 0.15290 -0.666 0.283 0.213
C -5.45760 -1.21800 -0.65660 0.214 -0.040 0.015
C -6.70860 -1.03090 -0.09440 -0.001 0.033 0.059
C -6.84530 -0.86200 1.27250 0.021 -0.010 0.003
C -5.72050 -0.89420 2.08240 -0.042 -0.029 -0.024
C -4.46470 -1.07060 1.53070 0.153 0.066 -0.154
H -2.78420 -0.06000 -3.28590 -0.027 -0.004 0.090
H -4.06870 0.19060 -2.13540 -0.043 -0.054 0.004
H -2.35780 -1.87920 0.23660 0.096 0.030 -0.162
H -5.37820 -1.41930 -1.71290 0.001 -0.027 -0.120
H -7.57930 -1.03010 -0.73130 -0.085 -0.033 -0.059
H -7.82310 -0.72810 1.70680 -0.094 0.031 0.046
H -5.82380 -0.78510 3.15090 0.025 0.004 0.098
H -3.59020 -1.09890 2.16490 0.145 0.010 0.071